No. 1
Computed, not measured: a molecular structure, C3H3N2O3, with wB97M-V/def2-TZVPD.

Computed properties:
M: 115.068 g/mol
Orbital gap: 0.2726 hartree
Relative energy (zero: lowest compared OMol25 entry of this formula, charge and spin): 3.676 eV
Highest occupied orbital energy: -4.015 eV

Geometry as ORCA input:
```
! RIJCOSX wB97M-V def2-TZVPD def2/J DEFGRID3
* xyz -1 1
H 3.17 0.38 -0.70
N 0.50 0.39 1.23
O -2.94 1.03 -0.30
C 0.76 -1.04 -0.65
O 0.58 -1.78 -1.61
O -1.23 -0.94 0.74
C -0.07 -0.52 0.48
C 2.23 0.21 -0.21
H -2.69 0.10 0.16
N 1.77 0.71 0.84
H -2.09 1.46 0.01
*
```

---

No. 2
Computed, not measured: a gas-phase ion, C3H3N2O3 (charge -1), with wB97M-V/def2-TZVPD.

Computed properties:
M: 115.068 g/mol
Orbital gap: 0.2694 hartree
Relative energy (zero: lowest compared OMol25 entry of this formula, charge and spin): 3.650 eV
Highest occupied orbital energy: -3.469 eV

Geometry as ORCA input:
```
! RIJCOSX wB97M-V def2-TZVPD def2/J DEFGRID3
* xyz -1 1
H 2.02 1.86 0.59
H -2.42 -1.89 0.27
C -1.68 -1.00 0.05
C 0.79 -0.66 0.08
O 1.81 -1.36 -0.08
H 2.36 0.94 -0.83
N 0.62 0.65 0.01
O -0.39 -1.46 0.18
N 1.76 1.52 -0.29
O -2.75 1.19 0.08
C -2.11 0.21 -0.05
*
```

---

No. 3
Computed, not measured: 2 unconnected molecules or ions with the total composition C3H3N2O3S3, with wB97M-V/def2-TZVPD.

Computed properties:
M: 211.269 g/mol
Orbital gap: 0.1740 hartree
Highest occupied orbital energy: -3.391 eV

Geometry as ORCA input:
```
! RIJCOSX wB97M-V def2-TZVPD def2/J DEFGRID3
* xyz -1 1
N -1.49 -0.56 -1.59
C -1.10 -0.96 -0.30
S -1.52 2.75 0.27
C -0.88 0.16 0.49
O 4.69 1.12 -0.62
N -0.25 0.05 1.71
H -0.45 0.86 2.32
O -1.70 0.84 -1.47
H -0.44 -0.89 2.12
O 4.09 -1.24 -0.37
C -1.30 1.23 -0.30
S 3.67 0.12 -0.29
S -0.99 -2.61 0.11
H -2.34 -0.87 -2.10
*
```

---

No. 4
Computed, not measured: a gas-phase ion, C3H3N2OS (charge +1), with wB97M-V/def2-TZVPD.

Computed properties:
M: 115.137 g/mol
Orbital gap: 0.3166 hartree
Relative energy (zero: lowest compared OMol25 entry of this formula, charge and spin): 2.023 eV
Highest occupied orbital energy: -14.008 eV

Geometry as ORCA input:
```
! RIJCOSX wB97M-V def2-TZVPD def2/J DEFGRID3
* xyz 1 1
C 1.64 1.13 0.34
H 0.78 -1.63 -0.45
O 2.25 1.97 -0.04
C 0.18 -0.65 -0.52
H 0.35 -0.31 -1.49
H 0.67 -0.32 1.53
S -3.54 0.56 0.22
N -1.15 -0.74 -0.13
N 1.02 0.14 0.68
C -2.19 -0.14 -0.13
*
```

---

No. 5
Computed, not measured: 2 unconnected molecules or ions with the total composition C3H3N2S, with wB97M-V/def2-TZVPD.

Computed properties:
M: 99.138 g/mol
Orbital gap (spin up / spin down): 0.2353 / 0.2353 hartree
Relative energy (zero: lowest compared OMol25 entry of this formula, charge and spin): 3.075 eV
Highest occupied orbital energy (spin up / spin down): -2.706 / -2.706 eV

Geometry as ORCA input:
```
! RIJCOSX wB97M-V def2-TZVPD def2/J DEFGRID3
* xyz -1 1
H 2.27 -0.50 -0.46
C -0.94 0.09 -0.77
S 0.89 -1.86 1.34
N 0.01 -0.80 -0.86
N 0.52 0.64 0.86
H -1.87 0.01 -1.22
C -0.63 1.01 0.26
H -1.09 1.98 0.63
C 0.83 -0.55 0.21
*
```

---

No. 6
Computed, not measured: a single C3H3N3 molecule, with wB97M-V/def2-TZVPD.

Computed properties:
M: 81.078 g/mol
Orbital gap: 0.3438 hartree
Relative energy (zero: lowest compared OMol25 entry of this formula, charge and spin): 1.174 eV
Highest occupied orbital energy: -10.573 eV

Geometry as ORCA input:
```
! RIJCOSX wB97M-V def2-TZVPD def2/J DEFGRID3
* xyz 0 1
H -0.70 -0.20 1.90
C 0.72 0.21 0.12
H 1.94 0.38 1.55
N 0.43 0.14 -1.27
N -1.48 -0.40 -0.08
C -0.82 -0.19 -1.33
N 1.89 0.43 0.54
H -1.40 -0.24 -2.24
C -0.59 -0.14 0.80
*
```

---

No. 7
Computed, not measured: a single C3H3N3 molecule, with wB97M-V/def2-TZVPD.

Computed properties:
M: 81.078 g/mol
Orbital gap: 0.4245 hartree
Relative energy (zero: lowest compared OMol25 entry of this formula, charge and spin): 0.921 eV
Highest occupied orbital energy: -11.272 eV

Geometry as ORCA input:
```
! RIJCOSX wB97M-V def2-TZVPD def2/J DEFGRID3
* xyz 0 1
C -1.26 -0.06 0.79
C 0.11 0.16 0.29
H 0.36 -1.44 -0.98
C 0.06 1.22 -0.76
N -2.33 -0.25 1.19
H 0.70 0.56 1.12
N 0.03 2.05 -1.55
N 0.70 -1.11 -0.09
H 1.71 -1.07 -0.10
*
```

---

No. 8
Computed, not measured: a single C3H3N3 molecule, with wB97M-V/def2-TZVPD.

Computed properties:
M: 81.078 g/mol
Orbital gap: 0.4018 hartree
Relative energy (zero: lowest compared OMol25 entry of this formula, charge and spin): 1.472 eV
Highest occupied orbital energy: -10.493 eV

Geometry as ORCA input:
```
! RIJCOSX wB97M-V def2-TZVPD def2/J DEFGRID3
* xyz 0 1
N -0.69 2.63 -0.45
N -0.80 -0.96 -0.13
C 1.27 -0.22 -0.02
H -0.07 0.30 1.55
H -0.81 -1.01 -1.14
N 2.22 -0.72 -0.45
H -0.54 -1.88 0.24
C -0.03 0.21 0.44
C -0.41 1.57 -0.06
*
```

---

No. 9
Computed, not measured: a single C3H3N3 molecule, with wB97M-V/def2-TZVPD.

Computed properties:
M: 81.078 g/mol
Orbital gap: 0.3099 hartree
Relative energy (zero: lowest compared OMol25 entry of this formula, charge and spin): 4.148 eV
Highest occupied orbital energy: -8.523 eV

Geometry as ORCA input:
```
! RIJCOSX wB97M-V def2-TZVPD def2/J DEFGRID3
* xyz 0 1
H -0.57 -0.71 -1.19
N -1.31 2.13 -0.34
C 0.39 0.10 0.55
C -0.70 1.13 -0.10
H -1.55 -0.90 0.19
C 1.65 -0.43 0.02
N 2.62 -0.83 -0.48
H 0.27 -0.11 1.62
N -0.80 -0.39 -0.26
*
```

---

No. 10
Computed, not measured: a single C3H3N3 molecule, with wB97M-V/def2-TZVPD.

Computed properties:
M: 81.078 g/mol
Orbital gap (spin up / spin down): 0.2643 / 0.2645 hartree
Relative energy (zero: lowest compared OMol25 entry of this formula, charge and spin): 4.567 eV
Highest occupied orbital energy (spin up / spin down): -7.809 / -7.813 eV

Geometry as ORCA input:
```
! RIJCOSX wB97M-V def2-TZVPD def2/J DEFGRID3
* xyz 0 1
H -0.53 1.99 0.82
N 0.61 0.75 -1.91
H -0.50 -2.06 0.38
H -0.35 -0.33 1.84
C -0.17 1.11 0.33
C 0.14 -1.30 -0.06
N 0.23 1.37 -1.02
N 0.63 -1.43 -1.21
C -0.06 -0.11 0.82
*
```

---

No. 11
Computed, not measured: 2 unconnected molecules or ions with the total composition C3H3N3, with wB97M-V/def2-TZVPD.

Computed properties:
M: 81.078 g/mol
Orbital gap (spin up / spin down): 0.2791 / 0.2845 hartree
Relative energy (zero: lowest compared OMol25 entry of this formula, charge and spin): 0.000 eV
Highest occupied orbital energy (spin up / spin down): -6.634 / -9.752 eV

Geometry as ORCA input:
```
! RIJCOSX wB97M-V def2-TZVPD def2/J DEFGRID3
* xyz 0 3
H 0.59 0.87 -1.86
C -0.20 0.29 -1.33
C 0.38 -0.51 1.11
C 0.08 -0.07 -0.07
N 0.79 -0.72 2.25
H 0.34 -1.42 2.89
N 2.53 -2.70 2.89
H -1.15 0.28 -1.64
N 2.85 -1.67 2.65
*
```

---

No. 12
Computed, not measured: a molecular structure, C3H3N3O, with wB97M-V/def2-TZVPD.

Computed properties:
M: 97.077 g/mol
Orbital gap (spin up / spin down): 0.3305 / 0.3305 hartree
Relative energy (zero: lowest compared OMol25 entry of this formula, charge and spin): 5.281 eV
Highest occupied orbital energy (spin up / spin down): -9.898 / -9.897 eV

Geometry as ORCA input:
```
! RIJCOSX wB97M-V def2-TZVPD def2/J DEFGRID3
* xyz 0 1
N 1.07 -0.63 -0.64
O -1.63 -0.61 -0.18
H -0.67 -1.09 0.52
N -0.51 1.16 0.54
C 0.40 0.51 1.21
H 0.40 0.13 -2.46
C 0.24 0.02 -1.39
N 0.83 -0.73 0.72
H 0.74 0.86 2.17
C -0.87 0.38 -0.50
*
```